[1]
Here is a cluster of 6 separate species, C4H22N2O5S2 in total at a distorted geometry from the OMol25 dataset. Energies are from ωB97M-V/def2-TZVPD.

Positions of all 35 atoms, in Å:
S -1.11847 -3.30973 1.05127
S -1.27384 -1.34696 0.40771
C 0.16704 -0.98861 -0.66045
C 1.23922 -0.24498 0.18300
C 2.17581 0.36213 -0.87522
N 1.79902 1.75832 -1.13216
C 2.55546 2.40539 -2.22480
N 1.92048 -1.05690 1.14162
H -1.54380 -3.90551 -0.07418
H 0.77960 -1.82109 -0.98842
H -0.34371 -0.46767 -1.46797
H 0.67304 0.59388 0.58927
H 3.20998 0.24378 -0.53650
H 2.04864 -0.01797 -1.89297
H 1.67648 2.37536 -0.34987
H 1.82755 2.59673 -3.00665
H 2.99256 3.37439 -1.98187
H 3.23695 1.71636 -2.69675
H 1.81153 -0.64671 2.05680
H 1.52831 -1.98775 1.23962
H -2.02331 2.70627 -1.15990
H -0.49366 2.48664 -1.18202
O -1.19549 2.99670 -0.75881
H 1.65519 -2.90652 -1.82263
H 2.79648 -2.06252 -2.32936
O 2.55738 -2.98016 -2.14237
H 1.24714 2.86929 3.36886
H 2.22362 2.61362 2.13120
O 1.39684 2.38612 2.55615
H -3.54963 0.47521 -0.99701
H -3.51039 1.80183 -0.25564
O -3.94764 1.34966 -0.97677
H -3.17253 1.94714 2.83463
H -2.09308 2.27078 1.82305
O -3.02107 2.00805 1.88652

Atoms 1-3, force components in eV/Å:
S 0.2 0.4 -0.2
S -0.1 -0.7 0.0
C 0.3 -0.4 1.8

Its LUMO energy is 0.210 eV. The SMILES is CNC[C@H](N)CSS.O.O.O.O.O. The charge is 0. The value obtained for the energy relative to the best compared isomer or geometry (same formula, charge and spin) is 0.961 eV. As for the largest force on an atom: 2.95 eV/A. The orbital gap is 9.20 eV.

=====

[2]
Here is a structure of composition C14H17BF6MgN6O at a distorted geometry from the OMol25 dataset. Energies are from ωB97M-V/def2-TZVPD.

Positions of all 46 atoms, in Å:
C -1.79331 0.32718 -2.13918
N -0.56468 0.12617 -1.61557
N -0.25498 -1.19647 -1.86652
C -1.18726 -1.72489 -2.69647
C -2.18608 -0.78635 -2.89380
B 1.00679 -2.01193 -1.44531
N 2.13121 -0.92968 -1.49011
N 2.04171 0.40156 -1.10541
C 3.25474 0.93755 -1.33991
C 4.08049 0.00927 -1.99137
C 3.32702 -1.15009 -2.08940
Mg 0.24976 2.23289 -0.78131
N 0.95484 -2.96356 -0.14321
N 0.77277 -2.37055 1.09878
C 0.72051 -3.32504 2.02410
C 0.90955 -4.58413 1.40780
C 1.05383 -4.30548 0.03181
H 0.54971 -3.06174 3.06200
H 1.22420 -4.98388 -0.80149
H 0.92739 -5.52172 1.91608
H 1.23277 -2.84871 -2.30463
H 3.56262 -2.12209 -2.51442
H -1.05357 -2.73994 -3.06203
H 5.10009 0.15387 -2.29031
H -3.09387 -0.91712 -3.46493
H 3.47888 1.94388 -1.02247
H -2.34924 1.22462 -1.92466
H 1.38778 1.69214 0.68733
C 1.53207 2.80073 0.75269
H 2.61575 2.89834 0.93170
H 1.26154 3.43653 -0.15942
H 0.95335 3.14186 1.61510
C -3.08247 0.84701 1.25248
C -1.98409 1.86856 1.43961
O -1.18596 1.96162 0.36469
C -2.65823 3.27120 1.63109
F -3.46846 3.33122 2.72337
F -1.74695 4.26967 1.73595
F -3.44135 3.53037 0.53766
C -1.23644 1.45445 2.77000
F -2.09430 1.22111 3.81302
F -0.55311 0.29378 2.54792
F -0.34938 2.39344 3.18974
H -3.59409 1.02052 0.30480
H -3.80231 0.90880 2.06893
H -2.64928 -0.15499 1.23531

Atoms 1-3, force components in eV/Å:
C 0.0 -0.7 -0.3
N -1.7 0.1 -0.2
N -1.3 -1.7 -0.9

Its LUMO energy (alpha / beta) is -11.086 / -10.237 eV. The charge is +2. The value obtained for the energy relative to the best compared isomer or geometry (same formula, charge and spin) is 3.017 eV. As for the largest force on an atom: 3.75 eV/A. The orbital gap (alpha / beta) is 4.18 / 5.14 eV.

=====

[3]
Here is an isolated molecule of C5H7N from the OMol25 dataset. Energies are from ωB97M-V/def2-TZVPD.

Positions of all 13 atoms, in Å:
C 1.81710 0.32177 0.32344
N 0.41363 0.21542 0.67026
C -0.16582 -1.10242 0.76802
C -0.45357 -0.22636 -0.40639
C -1.67411 0.51296 -0.65164
C -2.63675 1.16614 -0.96199
H 1.98015 1.29336 -0.15338
H 2.15435 -0.46842 -0.37022
H 2.42452 0.27388 1.23178
H 0.47106 -1.96597 0.56342
H -0.90184 -1.24509 1.55512
H 0.04523 -0.54124 -1.32552
H -3.47394 1.76599 -1.24289

Atoms 1-3, force components in eV/Å:
C 0.2 0.0 0.0
N 0.0 0.1 0.0
C -0.1 -0.2 0.1

Its LUMO energy is 1.116 eV. The SMILES is C#C[C@@H]1CN1C. The charge is 0. The value obtained for the energy relative to the best compared isomer or geometry (same formula, charge and spin) is 3.220 eV. As for the largest force on an atom: 0.47 eV/A. The orbital gap is 10.51 eV.

=====

[4]
Here is an isolated molecule of C5H14N2 at a distorted geometry from the OMol25 dataset. Energies are from ωB97M-V/def2-TZVPD.

Positions of all 21 atoms, in Å:
C -0.46141 0.78408 2.62770
N -0.86759 0.60525 1.25027
C 0.12813 -0.15182 0.41691
C -0.62092 -0.23624 -0.96061
C 0.32373 -0.27451 -2.16653
N 1.15472 0.96947 -2.00345
C 0.27450 -1.61643 0.77940
H -1.00718 1.69754 2.88084
H -0.79210 -0.00938 3.38701
H 0.61151 0.85758 2.84032
H -1.75896 0.27062 1.25741
H 1.15143 0.36236 0.32663
H -1.41712 -1.00156 -1.03696
H -1.09020 0.74073 -0.97933
H 0.79274 -1.27040 -2.30216
H -0.07973 -0.26940 -3.12562
H 0.60538 1.66929 -2.36335
H 2.11329 0.96230 -2.33227
H 0.53943 -1.74680 1.77442
H 1.08582 -2.04824 0.09769
H -0.62837 -2.26812 0.66642

Atoms 1-3, force components in eV/Å:
C -1.1 -0.2 1.6
N 5.3 0.6 0.1
C -2.4 -1.0 -1.2

Its LUMO energy is 1.154 eV. The SMILES is CN[C@@H](C)CCN. The charge is 0. The value obtained for the energy relative to the best compared isomer or geometry (same formula, charge and spin) is 2.189 eV. As for the largest force on an atom: 5.38 eV/A. The orbital gap is 9.58 eV.